A structure of composition C28H29ClN6O2S4Ti. Source: OMol25; level of theory: the ωB97M-V functional and the def2-TZVPD basis.

2S+1: 2
⟨S²⟩: 0.75
HOMO level (spin up / spin down) in eV: -11.234 / -11.423
Net charge: +1
Total energy in eV: -121518.312

Geometry (Å):
Ti (-0.7961, 0.0583, 0.9350)
C (-1.3440, 1.4921, 4.0815)
C (-0.2562, 0.5048, 4.4721)
S (-0.0346, -0.8663, 3.2939)
C (1.6739, -1.3154, 3.6912)
C (2.3196, -2.1329, 2.5903)
S (2.5736, -1.2345, 1.0460)
C (3.8460, -0.0216, 1.5066)
C (3.4069, 1.4234, 1.2980)
S (2.2538, 1.9293, 2.5949)
C (1.3212, 3.2500, 1.7971)
C (0.0120, 3.4838, 2.5347)
S (-1.2607, 2.1806, 2.4045)
H (-1.3296, 2.3377, 4.7694)
H (-2.3343, 1.0521, 4.1665)
H (-0.5038, 0.0760, 5.4430)
H (0.7075, 1.0048, 4.5439)
H (1.6406, -1.8938, 4.6153)
H (2.2339, -0.3996, 3.8735)
H (1.6995, -2.9907, 2.3192)
H (3.2696, -2.5317, 2.9475)
H (4.7227, -0.2200, 0.8903)
H (4.1435, -0.1943, 2.5427)
H (2.8977, 1.5246, 0.3415)
H (4.2796, 2.0765, 1.3025)
H (1.1341, 2.9770, 0.7602)
H (1.8954, 4.1769, 1.8146)
H (-0.4617, 4.3836, 2.1443)
H (0.1860, 3.6472, 3.5995)
Cl (0.0138, 4.0409, -5.2426)
C (0.1016, 3.1279, -3.7727)
C (1.3410, 2.8901, -3.1795)
C (1.4409, 2.1609, -2.0120)
C (0.2900, 1.6513, -1.3996)
O (0.3744, 0.9797, -0.2607)
C (-0.9498, 1.8720, -2.0225)
C (-2.1506, 1.2623, -1.5174)
O (-2.2142, 0.5381, -0.5206)
C (-1.0408, 2.6165, -3.2065)
H (2.2353, 3.2854, -3.6442)
H (2.4091, 1.9764, -1.5699)
H (-3.0768, 1.4295, -2.0781)
H (-2.0026, 2.7593, -3.6829)
C (-1.3319, -4.2299, -0.1072)
C (-1.4510, -2.9818, 0.4673)
N (-0.6919, -1.9429, 0.0769)
C (0.1316, -2.1199, -0.9601)
C (0.2520, -3.3205, -1.6467)
C (-0.4612, -4.4096, -1.1717)
C (1.1125, -3.3546, -2.8480)
C (0.8979, -2.6252, -3.9413)
C (-0.2726, -1.7560, -4.1964)
C (-0.1885, -0.7042, -5.1015)
C (-1.3297, 0.0522, -5.3014)
N (-2.4757, -0.2045, -4.6703)
C (-2.4585, -1.2497, -3.8489)
N (-1.4245, -2.0335, -3.5705)
H (-1.9393, -5.0442, 0.2621)
H (-2.1423, -2.7943, 1.2742)
H (0.7101, -1.2613, -1.2729)
H (-0.3787, -5.3735, -1.6580)
H (1.9757, -4.0109, -2.8190)
H (1.6209, -2.6749, -4.7479)
H (0.7286, -0.4878, -5.6328)
H (-1.3298, 0.8944, -5.9854)
H (-3.3921, -1.4930, -3.3509)
N (-2.4923, -0.4670, 1.9362)
C (-3.5787, -0.4699, 2.3982)
N (-4.7417, -0.4935, 2.8683)
C (-4.9238, -0.0840, 4.1258)
N (-5.0926, 0.2717, 5.2117)

Löwdin atomic charge list, values in e, 5 entries: Ti 0.7745; C -0.4694; C -0.4640; S 0.8801; C -0.5018


A cluster of 10 separate species, C45H82BrNO12S10 in total at a distorted geometry. Source: OMol25; level of theory: the ωB97M-V functional and the def2-TZVPD basis.

HOMO level in eV: -7.629
Total energy in eV: -252442.471

Geometry (Å):
C (1.2431, -4.5984, 0.3004)
C (1.5154, -3.1352, -0.0112)
O (0.8263, -2.7537, -1.1963)
C (0.3479, -1.4212, -1.1392)
C (-0.1143, -1.0034, -2.5177)
C (-1.1804, 0.0987, -2.5142)
C (-2.4946, -0.3488, -1.8850)
C (-3.6141, 0.6897, -2.0410)
C (-4.9260, 0.1279, -1.5441)
C (-5.8244, -0.3968, -2.4706)
C (-7.0217, -0.9679, -2.0827)
C (-7.3294, -0.9991, -0.7342)
C (-6.4566, -0.4572, 0.2029)
C (-5.2387, 0.1171, -0.1828)
C (-4.3451, 0.6854, 0.8837)
N (-6.7826, -0.4769, 1.5939)
Br (-7.9963, 0.9380, 2.0122)
C (-7.2790, -1.7376, 2.0406)
C (-6.7546, -2.2715, 3.2082)
C (-7.2069, -3.5011, 3.6438)
C (-8.1563, -4.2096, 2.9234)
C (-8.6670, -3.6764, 1.7563)
O (-9.6031, -4.3147, 0.9732)
C (-9.6533, -5.6894, 1.0538)
O (-10.3173, -6.2478, 1.8875)
C (-8.8860, -6.4085, -0.0003)
C (-7.6561, -7.0062, 0.2927)
C (-6.9901, -7.7185, -0.6801)
C (-7.5323, -7.8630, -1.9470)
C (-8.7453, -7.2441, -2.2348)
C (-9.4162, -6.5165, -1.2738)
C (-8.2335, -2.4338, 1.3088)
S (-8.8420, -1.7298, -0.1814)
H (1.9681, -5.2458, -0.1942)
H (0.2543, -4.8985, -0.0418)
H (1.3334, -4.7973, 1.3677)
H (1.2301, -2.5069, 0.8346)
H (2.5820, -2.9952, -0.1854)
H (1.1616, -0.7638, -0.8104)
H (-0.4476, -1.3565, -0.3903)
H (0.7429, -0.6947, -3.1167)
H (-0.5472, -1.8665, -3.0305)
H (-1.3975, 0.3523, -3.5543)
H (-0.7899, 0.9909, -2.0185)
H (-2.8219, -1.2642, -2.3846)
H (-2.3902, -0.5601, -0.8217)
H (-3.3915, 1.5758, -1.4467)
H (-3.7082, 0.9716, -3.0890)
H (-5.5423, -0.3697, -3.5150)
H (-7.7095, -1.3823, -2.8066)
H (-4.2636, -0.0214, 1.7056)
H (-4.7486, 1.6284, 1.2560)
H (-3.3443, 0.8948, 0.5173)
H (-6.0090, -1.7104, 3.7517)
H (-6.8159, -3.9064, 4.5657)
H (-8.4881, -5.1691, 3.2926)
H (-7.2273, -6.9266, 1.2823)
H (-6.0485, -8.1979, -0.4549)
H (-7.0321, -8.4491, -2.7038)
H (-9.1577, -7.3768, -3.2266)
H (-10.3600, -6.0476, -1.5153)
C (6.1950, -2.8882, -0.4913)
S (5.7137, -1.8217, 0.8659)
O (4.3014, -1.4111, 0.6042)
C (6.7564, -0.4438, 0.3922)
H (5.6133, -3.8054, -0.4052)
H (5.9714, -2.3957, -1.4379)
H (7.2572, -3.1097, -0.4180)
H (6.4979, -0.1277, -0.6186)
H (7.7966, -0.7608, 0.4493)
H (6.5710, 0.3652, 1.0963)
C (-5.7404, 6.5058, 1.7545)
S (-5.5984, 4.8517, 2.4256)
O (-4.8788, 4.0215, 1.4176)
C (-7.3386, 4.4334, 2.2891)
H (-4.7438, 6.9377, 1.7141)
H (-6.1625, 6.4469, 0.7500)
H (-6.3657, 7.1121, 2.4024)
H (-7.6532, 4.5211, 1.2487)
H (-7.9254, 5.0960, 2.9256)
H (-7.4417, 3.3996, 2.6174)
C (8.6475, -2.3667, -4.3945)
S (9.0837, -3.3144, -2.9405)
O (9.0769, -2.3696, -1.7852)
C (10.8048, -3.5578, -3.3803)
H (7.6017, -2.0777, -4.3069)
H (9.2768, -1.4802, -4.4640)
H (8.7799, -2.9858, -5.2813)
H (11.2921, -2.5927, -3.5158)
H (10.8643, -4.1359, -4.3019)
H (11.2859, -4.1108, -2.5750)
C (-6.3214, 11.3690, 1.2255)
S (-5.1702, 10.4446, 2.2470)
O (-5.9403, 9.3236, 2.8545)
C (-4.9849, 11.6957, 3.5160)
H (-6.6017, 10.7355, 0.3868)
H (-7.2047, 11.6207, 1.8122)
H (-5.8330, 12.2711, 0.8576)
H (-5.9609, 11.9246, 3.9439)
H (-4.5373, 12.5930, 3.0910)
H (-4.3279, 11.2966, 4.2855)
C (-4.2099, 13.7055, 8.5219)
S (-4.6512, 12.9805, 6.9398)
O (-4.3217, 13.9857, 5.8954)
C (-6.4291, 13.0449, 7.1895)
H (-3.1264, 13.7955, 8.5516)
H (-4.6666, 14.6911, 8.6084)
H (-4.5465, 13.0513, 9.3260)
H (-6.7320, 14.0754, 7.3747)
H (-6.7001, 12.4058, 8.0295)
H (-6.9047, 12.6764, 6.2833)
C (12.7565, 0.2661, -3.9321)
S (12.1893, 0.2725, -5.6302)
O (11.5465, -1.0557, -5.8671)
C (13.8067, 0.2078, -6.3928)
H (11.8744, 0.2501, -3.2929)
H (13.3597, -0.6262, -3.7589)
H (13.3391, 1.1671, -3.7500)
H (14.3346, -0.6794, -6.0422)
H (14.3536, 1.1122, -6.1328)
H (13.6575, 0.1504, -7.4694)
C (-10.6448, -11.5154, -0.7494)
S (-9.8265, -10.1096, 0.0203)
O (-8.4437, -10.5433, 0.3487)
C (-10.7673, -10.1715, 1.5493)
H (-10.1703, -11.6889, -1.7130)
H (-10.5284, -12.3945, -0.1157)
H (-11.6996, -11.2830, -0.8960)
H (-10.6371, -11.1492, 2.0133)
H (-11.8191, -9.9814, 1.3356)
H (-10.3821, -9.3915, 2.2029)
C (16.1404, 3.9149, -2.5632)
S (15.5630, 3.9095, -4.2612)
O (14.9323, 2.5764, -4.4906)
C (17.1846, 3.8443, -5.0248)
H (15.2655, 3.9071, -1.9169)
H (16.7447, 3.0264, -2.3820)
H (16.7204, 4.8198, -2.3838)
H (17.7167, 2.9607, -4.6731)
H (17.7354, 4.7512, -4.7769)
H (17.0406, 3.7866, -6.1014)
C (11.0329, -2.8016, 0.7967)
S (10.1076, -3.0092, 2.3195)
O (8.7992, -2.3358, 2.1206)
C (11.1157, -1.8982, 3.3092)
H (10.5256, -3.3751, 0.0256)
H (11.0381, -1.7494, 0.5137)
H (12.0485, -3.1736, 0.9397)
H (11.1172, -0.9085, 2.8526)
H (12.1292, -2.2935, 3.3781)
H (10.6737, -1.8471, 4.3019)

Löwdin atomic charge list, values in e, 5 entries: C -0.0728; C -0.2742; O -0.1536; C -0.2354; C -0.1793


The ion C15H29N2 with charge +1 at a distorted geometry. Source: OMol25; level of theory: the ωB97M-V functional and the def2-TZVPD basis.

HOMO level in eV: -10.536
Net charge: +1
Total energy in eV: -18997.784
Structure (SMILES): CC(C)=CCC[C@H](C)CC[C@H]1C[C@@H](CN)C=[NH+]1

Geometry (Å):
C (-0.4694, 4.3707, 0.2728)
C (-1.2211, 3.0587, 0.3590)
C (-0.6586, 2.0008, 1.2736)
C (-2.3573, 2.8698, -0.3273)
C (-2.7694, 1.6513, -1.1345)
C (-3.1279, 0.3200, -0.4025)
C (-2.1357, -0.8338, -0.7064)
C (-2.6940, -1.7470, -1.8071)
C (-1.7672, -1.6942, 0.5167)
C (-0.3781, -2.3527, 0.4798)
C (0.7944, -1.4039, 0.6306)
C (2.1215, -1.8827, 1.1998)
C (3.0706, -0.6858, 0.9226)
C (4.4979, -1.1696, 0.5750)
N (4.5106, -1.5583, -0.8478)
C (2.4653, -0.1941, -0.3681)
N (1.2724, -0.6237, -0.5343)
H (-1.0514, 5.2357, 0.5998)
H (0.4440, 4.3322, 0.8664)
H (-0.1822, 4.5325, -0.7651)
H (-0.7284, 1.0179, 0.8013)
H (0.3954, 2.1676, 1.5088)
H (-1.2533, 1.9641, 2.1852)
H (-3.0444, 3.7126, -0.3629)
H (-1.9781, 1.4737, -1.8679)
H (-3.6434, 1.9676, -1.7028)
H (-3.1485, 0.5011, 0.6713)
H (-4.1052, 0.0141, -0.7740)
H (-1.2355, -0.3803, -1.1386)
H (-3.5558, -2.3102, -1.4520)
H (-1.9244, -2.4598, -2.1182)
H (-2.9401, -1.1605, -2.6932)
H (-2.4938, -2.5046, 0.6104)
H (-1.8470, -1.1206, 1.4453)
H (-0.2795, -3.0218, -0.3799)
H (-0.3166, -2.9964, 1.3616)
H (0.4591, -0.6600, 1.3609)
H (2.5229, -2.7930, 0.7520)
H (2.0531, -2.0491, 2.2743)
H (3.0469, 0.0931, 1.6876)
H (5.2229, -0.3776, 0.7641)
H (4.7290, -2.0498, 1.1704)
H (4.9841, -0.8557, -1.4039)
H (5.0413, -2.4087, -0.9878)
H (2.9071, 0.4404, -1.1239)
H (0.7677, -0.4300, -1.3909)

natural (NBO) atomic charge list, values in e, 5 entries: C -0.6430; C 0.0168; C -0.6403; C -0.2010; C -0.4344


An isolated molecule of C23H37N5O4S2 at a distorted geometry. Source: OMol25; level of theory: the ωB97M-V functional and the def2-TZVPD basis.

HOMO level in eV: -8.012
Total energy in eV: -61762.951
Structure (SMILES): CCNCCS(=O)(=O)NC[C@@]1(c2ccccc2)SC(NC(=O)C(C)(C)C)=NN1C(=O)C(C)(C)C

Geometry (Å):
C (-3.2883, -4.8684, 0.9564)
C (-3.1924, -4.2149, -0.4155)
N (-3.7484, -2.8721, -0.3476)
C (-3.8782, -2.1820, -1.6049)
C (-2.5570, -1.8845, -2.3283)
S (-1.4110, -1.1433, -1.1373)
O (-2.1334, -0.1568, -0.3712)
O (-0.7210, -2.1798, -0.4353)
N (-0.3463, -0.3833, -2.1757)
C (1.0802, -0.5233, -1.9817)
C (1.6458, 0.3176, -0.8183)
C (3.1364, 0.5501, -0.8530)
C (3.6804, 1.3352, 0.1603)
C (5.0378, 1.5839, 0.2145)
C (5.8773, 1.0487, -0.7470)
C (5.3463, 0.2616, -1.7527)
C (3.9861, 0.0102, -1.8083)
S (0.7418, 1.9512, -0.8149)
C (-0.0810, 1.4174, 0.6481)
N (-1.1372, 2.1356, 1.1348)
C (-1.6526, 3.1758, 0.4148)
O (-1.0223, 3.6595, -0.5032)
C (-3.0608, 3.6125, 0.7908)
C (-3.2195, 5.1002, 0.4710)
C (-3.4001, 3.3537, 2.2603)
C (-3.9730, 2.7706, -0.1178)
N (0.3241, 0.3417, 1.1876)
N (1.2977, -0.2795, 0.4834)
C (1.9031, -1.4398, 0.8768)
O (2.6685, -2.0006, 0.1169)
C (1.6425, -1.9237, 2.3016)
C (0.1672, -2.2733, 2.5081)
C (2.4921, -3.1781, 2.5205)
C (2.0864, -0.8322, 3.2828)
H (-2.6685, -4.3286, 1.6680)
H (-4.3168, -4.8504, 1.3065)
H (-2.9464, -5.8988, 0.9079)
H (-3.7889, -4.7788, -1.1401)
H (-2.1423, -4.2224, -0.7429)
H (-3.1968, -2.3106, 0.2938)
H (-4.3743, -1.2295, -1.3994)
H (-4.5252, -2.7784, -2.2575)
H (-2.0650, -2.7807, -2.6917)
H (-2.6844, -1.1689, -3.1334)
H (-0.6124, 0.5877, -2.2929)
H (1.5569, -0.2178, -2.9157)
H (1.2824, -1.5763, -1.7821)
H (3.0304, 1.7566, 0.9144)
H (5.4395, 2.1948, 1.0094)
H (6.9396, 1.2391, -0.7082)
H (5.9957, -0.1695, -2.5002)
H (3.6048, -0.6305, -2.5855)
H (-1.6903, 1.6669, 1.8372)
H (-2.6502, 5.7018, 1.1759)
H (-4.2659, 5.3890, 0.5290)
H (-2.8499, 5.3075, -0.5295)
H (-2.6259, 3.7464, 2.9164)
H (-3.5407, 2.2938, 2.4630)
H (-4.3340, 3.8570, 2.5020)
H (-3.8373, 3.0643, -1.1560)
H (-3.7336, 1.7117, -0.0288)
H (-5.0140, 2.9249, 0.1563)
H (-0.4557, -1.3896, 2.4126)
H (-0.1503, -2.9920, 1.7576)
H (0.0296, -2.7036, 3.4985)
H (2.2035, -3.9520, 1.8147)
H (3.5446, -2.9559, 2.3633)
H (2.3548, -3.5511, 3.5327)
H (2.0025, -1.2023, 4.3024)
H (1.4638, 0.0525, 3.1836)
H (3.1237, -0.5573, 3.0990)

natural (NBO) atomic charge list, values in e, 5 entries: C -0.6058; C -0.2234; N -0.6268; C -0.2264; C -0.6633